Computed, not measured: C22H33B2F2N3O5 in the gas phase in a non-equilibrium geometry, with wB97M-V/def2-TZVPD.

lowest unoccupied orbital energy = -0.548 eV
total energy = -44848.6126 eV
SMILES = CCCOc1c(CCCF)c([C@H](C)F)c2nc(B(O)CC)c(B(O)OC)nc2c1CCC(N)=O
charge = 0

Bonds (Å) are listed after each position.
Cartesian coordinates (Å):
1 C -0.654 -2.023 -5.480  C2 1.544, H35 1.082, H36 1.086, H37 1.085
2 C 0.034 -0.659 -5.258  C1 1.544, C3 1.522, H38 1.083, H39 1.087
3 C 0.771 -0.626 -3.926  C2 1.522, O4 1.435, H40 1.087, H41 1.092
4 O 0.027 -1.372 -2.951  C3 1.435, C5 1.368
5 C 0.189 -0.944 -1.661  O4 1.368, C6 1.440, C29 1.383
6 C 1.251 -1.516 -0.873  C5 1.440, C7 1.509, C11 1.389
7 C 2.109 -2.544 -1.568  C6 1.509, C8 1.547, H42 1.077, H43 1.085
8 C 1.986 -4.000 -1.061  C7 1.547, C9 1.504, H44 1.084, H45 1.089
9 C 0.627 -4.387 -0.547  C8 1.504, F10 1.399, H46 1.087, H47 1.085
10 F -0.251 -4.490 -1.631  C9 1.399
11 C 1.409 -1.094 0.441  C6 1.389, C12 1.510, C15 1.434
12 C 2.507 -1.608 1.341  C11 1.510, C13 1.533, F14 1.398, H48 1.079
13 C 3.932 -1.377 0.823  C12 1.533, H49 1.082, H50 1.085, H51 1.087
14 F 2.310 -2.963 1.621  C12 1.398
15 C 0.506 -0.130 1.000  C11 1.434, N16 1.364, C28 1.412
16 N 0.662 0.240 2.304  C15 1.364, C17 1.313
17 C -0.177 1.136 2.770  N16 1.313, B18 1.584, C22 1.420
18 B 0.001 1.572 4.282  C17 1.584, O19 1.363, C20 1.568
19 O 1.036 2.420 4.542  B18 1.363, H52 0.964
20 C -0.902 1.049 5.453  B18 1.568, C21 1.557, H53 1.087, H54 1.089
21 C -0.058 0.148 6.402  C20 1.557, H55 1.084, H56 1.086, H57 1.088
22 C -1.210 1.690 1.968  C17 1.420, B23 1.583, N27 1.314
23 B -2.199 2.783 2.547  C22 1.583, O24 1.367, O25 1.373
24 O -1.736 3.916 3.157  B23 1.367, H58 0.962
25 O -3.556 2.599 2.455  B23 1.373, C26 1.433
26 C -4.190 3.640 1.702  O25 1.433, H59 1.086, H60 1.091, H61 1.084
27 N -1.395 1.336 0.716  C22 1.314, C28 1.363
28 C -0.527 0.417 0.207  C15 1.412, N27 1.363, C29 1.428
29 C -0.686 -0.005 -1.148  C5 1.383, C28 1.428, C30 1.511
30 C -1.819 0.541 -1.985  C29 1.511, C31 1.534, H62 1.082, H63 1.089
31 C -1.851 2.061 -2.191  C30 1.534, C32 1.504, H64 1.089, H65 1.082
32 C -0.572 2.582 -2.788  C31 1.504, N33 1.436, O34 1.185
33 N 0.433 3.102 -1.904  C32 1.436, H66 1.012, H67 1.014
34 O -0.384 2.543 -3.957  C32 1.185
35 H -1.578 -2.082 -4.921  C1 1.082
36 H -0.870 -2.120 -6.540  C1 1.086
37 H 0.011 -2.828 -5.183  C1 1.085
38 H 0.730 -0.479 -6.067  C2 1.083
39 H -0.746 0.097 -5.230  C2 1.087
40 H 0.903 0.392 -3.571  C3 1.087
41 H 1.761 -1.066 -4.062  C3 1.092
42 H 1.839 -2.561 -2.611  C7 1.077
43 H 3.160 -2.273 -1.548  C7 1.085
44 H 2.744 -4.239 -0.323  C8 1.084
45 H 2.191 -4.651 -1.910  C8 1.089
46 H 0.666 -5.376 -0.096  C9 1.087
47 H 0.210 -3.676 0.158  C9 1.085
48 H 2.438 -1.100 2.291  C12 1.079
49 H 4.558 -0.929 1.583  C13 1.082
50 H 3.926 -0.748 -0.061  C13 1.085
51 H 4.342 -2.334 0.512  C13 1.087
52 H 1.088 2.588 5.489  O19 0.964
53 H -1.755 0.462 5.122  C20 1.087
54 H -1.298 1.864 6.058  C20 1.089
55 H -0.697 -0.573 6.898  C21 1.084
56 H 0.752 -0.360 5.887  C21 1.086
57 H 0.395 0.742 7.194  C21 1.088
58 H -0.811 4.094 2.961  O24 0.962
59 H -4.672 4.353 2.364  C26 1.086
60 H -3.481 4.206 1.097  C26 1.091
61 H -4.905 3.196 1.018  C26 1.084
62 H -1.848 0.072 -2.960  C30 1.082
63 H -2.749 0.264 -1.491  C30 1.089
64 H -2.622 2.273 -2.930  C31 1.089
65 H -2.121 2.599 -1.293  C31 1.082
66 H 0.016 3.807 -1.309  N33 1.012
67 H 0.794 2.350 -1.327  N33 1.014

Here are the natural (NBO) charges for atoms 1 to 6, given in e: number 1, C, carries -0.600; number 2, C, carries -0.418; number 3, C, carries -0.060; number 4, O, carries -0.543; number 5, C, carries 0.302; number 6, C, carries 0.001



Computed, not measured: a 2-piece molecular cluster, C5H13NO2 overall in a non-equilibrium geometry, with wB97M-V/def2-TZVPD.

lowest unoccupied orbital energy (alpha / beta) = -2.920 / -7.991 eV
total energy = -10971.3755 eV
<S²> = 0.755
spin multiplicity = 2
charge = +1

Bonds (Å) are listed after each position.
Cartesian coordinates (Å):
1 C 1.482 1.753 -0.628  N2 1.505, H8 1.093, H9 1.081, H10 1.088
2 N 0.160 1.066 -0.418  C1 1.505, C3 1.436, H11 1.017
3 C 0.070 0.102 0.643  N2 1.436, C4 1.571, C7 1.556, H12 1.088
4 C -1.368 0.191 1.270  C3 1.571, C5 1.543, H13 1.090, H14 1.087
5 C -1.335 1.255 2.387  C4 1.543, O6 1.191, H15 1.109
6 O -2.173 2.093 2.503  C5 1.191
7 C 0.381 -1.343 0.156  C3 1.556, H16 1.098, H17 1.085, H18 1.082
8 H 1.861 2.008 0.365  C1 1.093
9 H 1.177 2.704 -1.043  C1 1.081
10 H 2.191 1.056 -1.071  C1 1.088
11 H -0.176 0.788 -1.336  N2 1.017
12 H 0.821 0.318 1.401  C3 1.088
13 H -2.019 0.537 0.467  C4 1.090
14 H -1.697 -0.801 1.570  C4 1.087
15 H -0.460 1.153 3.061  C5 1.109
16 H -0.544 -1.839 -0.166  C7 1.098
17 H 0.936 -1.349 -0.777  C7 1.085
18 H 0.737 -1.963 0.968  C7 1.082
19 H -0.179 -2.209 -3.796  O21 0.970
20 H 0.103 -3.231 -2.702  O21 0.956
21 O 0.033 -2.290 -2.853  H19 0.970, H20 0.956

Here are the natural (NBO) charges for atoms 1 to 6, given in e: number 1, C, carries -0.465; number 2, N, carries -0.103; number 3, C, carries -0.105; number 4, C, carries -0.492; number 5, C, carries 0.429; number 6, O, carries -0.437



Computed, not measured: C3H4N2O in the gas phase, with wB97M-V/def2-TZVPD.

lowest unoccupied orbital energy = 0.565 eV
total energy = -8201.0211 eV
SMILES = N[C@]1(C=O)C=N1
charge = 0

Bonds (Å) are listed after each position.
Cartesian coordinates (Å):
1 N -1.031 -0.289 -0.895  C2 1.394, H7 1.012, H8 1.009
2 C 0.083 -0.085 -0.082  N1 1.394, C3 1.486, C5 1.435, N6 1.622
3 C 0.390 1.342 0.195  C2 1.486, O4 1.209, H9 1.105
4 O -0.463 2.195 0.117  C3 1.209
5 C 0.933 -1.153 0.362  C2 1.435, N6 1.255, H10 1.086
6 N 0.315 -0.751 1.378  C2 1.622, C5 1.255
7 H -1.722 0.447 -0.829  N1 1.012
8 H -1.419 -1.220 -0.924  N1 1.009
9 H 1.403 1.546 0.586  C3 1.105
10 H 1.510 -2.032 0.092  C5 1.086

Here are the natural (NBO) charges for atoms 1 to 6, given in e: number 1, N, carries -0.823; number 2, C, carries 0.073; number 3, C, carries 0.417; number 4, O, carries -0.531; number 5, C, carries 0.029; number 6, N, carries -0.288